A) A molecular structure, C5H11N2, computed with wB97M-V/def2-TZVPD.

The value obtained for the gap between HOMO and LUMO is 10.1 eV. As for the total charge: +1. Its HOMO energy is -14.0 eV.

Last column: Mulliken charge in e.
Positions of all 18 atoms, in Å:
C: -0.89942 0.88400 1.23475  -0.17
C: -1.57667 -0.25969 -0.63062  -0.55
C: 0.48253 0.47738 0.83137  -0.52
C: -0.08701 -0.52616 -0.78104  0.15
C: 0.38695 -1.93731 -0.65117  -1.51
N: -1.87184 0.53871 0.52487  -0.44
N: 1.32639 1.62772 0.41700  -0.26
H: -1.06594 1.48208 2.12027  0.43
H: -2.00163 0.26883 -1.48973  0.31
H: -2.14155 -1.19029 -0.51361  0.35
H: 1.00969 -0.20014 1.49367  0.44
H: 0.39257 0.02584 -1.58403  0.47
H: -0.02321 -2.41383 0.23491  0.40
H: 1.47280 -2.00305 -0.63105  0.37
H: 0.03607 -2.49793 -1.51880  0.41
H: 1.77572 2.07124 1.23132  0.37
H: 0.72925 2.32822 -0.04575  0.39
H: 2.05530 1.32438 -0.24236  0.35

=====

B) A gas-phase ion, C5H11N2 (charge +1), computed with wB97M-V/def2-TZVPD.

The value obtained for the gap between HOMO and LUMO is 11.5 eV. As for the total charge: +1. Its HOMO energy is -15.0 eV. As for the SMILES: CC1(C)C=NC[NH2+]1.

Last column: Mulliken charge in e.
Positions of all 18 atoms, in Å:
C: -1.11122 1.23239 0.77880  -1.34
C: -0.28192 0.08729 0.25472  1.29
C: -1.26108 -1.13578 0.05538  -1.57
C: 0.86163 -0.36499 1.10834  -0.33
N: 1.95668 -0.48659 0.50127  -0.40
C: 1.94670 -0.34974 -0.86159  -0.19
N: 0.37005 0.43216 -1.02160  -0.48
H: -0.74533 1.73034 1.65218  0.36
H: -2.18952 0.78352 0.93334  0.32
H: -1.14721 1.96321 -0.02650  0.35
H: -2.21459 -0.87963 -0.16699  0.53
H: -1.34858 -1.80896 0.96738  0.34
H: -0.78614 -1.65976 -0.85594  0.36
H: 0.61021 -0.44941 2.18010  0.42
H: 2.52953 0.47790 -1.26105  0.29
H: 2.31038 -1.25131 -1.37276  0.30
H: 0.66573 1.51579 -1.02360  0.43
H: -0.16531 0.16357 -1.84148  0.31

=====

C) 2 unconnected molecules or ions with the total composition C5H11N2, computed with wB97M-V/def2-TZVPD.

The value obtained for the gap between HOMO and LUMO is 10.0 eV. As for the total charge: +1. Its HOMO energy is -14.4 eV.

Last column: Mulliken charge in e.
Positions of all 18 atoms, in Å:
C: -2.72031 0.68894 -0.07696  -0.79
C: -1.87021 -0.28151 0.08493  0.86
C: -1.46680 -1.63650 -0.04805  -0.87
C: 2.33972 -0.71934 0.18084  -0.79
C: 0.73831 1.61031 -0.27168  -0.85
N: 0.92959 -0.70475 0.16428  -0.18
N: 0.26401 0.30219 0.04384  0.01
H: -2.62783 1.84828 -0.02263  0.23
H: -3.78471 0.63075 -0.17309  0.31
H: -2.14693 -2.37220 0.46341  0.36
H: -0.38497 -1.76268 0.17000  0.46
H: -1.47088 -1.79226 -1.15634  0.30
H: 2.66877 -1.20491 1.05272  0.31
H: 2.72836 0.24715 0.15940  0.34
H: 2.46478 -1.31906 -0.77734  0.33
H: 1.03027 2.16314 0.62439  0.39
H: 0.03874 2.29139 -0.84242  0.28
H: 1.72617 1.46778 -0.92164  0.31

=====

Least stable = C)

=====

A) 2 unconnected molecules or ions with the total composition C5H11N2, computed with wB97M-V/def2-TZVPD.

The value obtained for the gap between HOMO and LUMO is 5.1 eV. As for the total charge: +1. Its HOMO energy is -12.3 eV.

Last column: Mulliken charge in e.
Positions of all 18 atoms, in Å:
C: 0.14578 2.02644 0.86796  -0.23
C: 0.72387 0.54096 -0.02946  -0.88
C: -0.58872 1.06935 -0.15706  0.52
C: -1.71635 0.26821 0.52433  -1.17
C: 1.07623 -2.83057 -1.71128  -0.27
N: 0.20819 -2.45176 -0.80730  -0.38
N: 0.01532 1.81101 2.10473  -0.40
H: -1.02515 1.58475 -1.00525  0.39
H: 0.48421 3.00050 0.51595  0.45
H: 1.46141 0.63404 -0.82381  0.46
H: 0.96504 -0.07686 0.81622  0.55
H: -2.72382 0.61931 0.31788  0.37
H: -1.60616 0.37048 1.60114  0.35
H: 0.70361 -3.35623 -2.61480  0.24
H: 2.05850 -3.26605 -1.44749  0.26
H: 0.69982 2.35887 2.63660  0.30
H: -1.64842 -0.79232 0.29010  0.31
H: 0.76664 -1.51011 -1.07845  0.14

=====

B) A gas-phase ion, C5H11N2 (charge +1), computed with wB97M-V/def2-TZVPD.

The value obtained for the gap between HOMO and LUMO is 7.9 eV. As for the total charge: +1. Its HOMO energy is -13.2 eV. As for the SMILES: [H]/N=C\CC[N+](=C)C.

Last column: Mulliken charge in e.
Positions of all 18 atoms, in Å:
H: -0.91817 0.59526 1.90943  0.16
N: -0.69368 1.42389 1.76529  -0.48
C: 0.17427 1.83194 1.03936  -0.03
C: 1.16641 1.08019 0.15134  -0.80
C: 1.04247 -0.34655 -0.08958  -0.47
N: -0.28743 -0.95954 -0.31005  0.14
C: -0.33980 -2.24555 -0.15638  -0.15
C: -1.28968 -0.14968 -0.95547  -1.11
H: 0.21707 3.03221 1.02587  0.31
H: 1.38096 1.51849 -0.86775  0.40
H: 2.15176 1.22039 0.53504  0.43
H: 1.49473 -0.69643 -1.04667  0.39
H: 1.55029 -0.82332 0.81839  0.34
H: -1.22613 -2.78340 -0.51888  0.26
H: 0.44536 -2.74781 0.19456  0.34
H: -1.83134 -0.74045 -1.62559  0.44
H: -2.07506 0.09600 -0.33845  0.46
H: -0.96202 0.69436 -1.53047  0.39

=====

Least stable = A)

=====

A) A molecular structure, C3H4ClNS, computed with wB97M-V/def2-TZVPD.

The value obtained for the gap between HOMO and LUMO is 9.3 eV. Its HOMO energy is -8.6 eV.

Last column: Mulliken charge in e.
Positions of all 10 atoms, in Å:
C: -0.35291 -1.29447 -0.91750  0.32
C: 1.11615 -0.00964 -0.77514  -0.49
C: -0.93671 -0.15332 0.94408  -0.30
N: -1.09706 -1.20005 0.05043  -0.40
S: 0.37125 1.02874 0.31616  -0.16
Cl: -0.39788 -2.48072 -1.99787  -0.13
H: 1.99508 -0.57614 -0.25672  0.25
H: 1.47995 0.45795 -1.72893  0.34
H: -1.76339 0.44341 0.98730  0.31
H: -0.65658 -0.53197 1.97139  0.26

=====

B) A molecular structure, C3H4ClNS, computed with wB97M-V/def2-TZVPD.

The value obtained for the gap between HOMO and LUMO is 9.3 eV. Its HOMO energy is -8.4 eV.

Last column: Mulliken charge in e.
Positions of all 10 atoms, in Å:
C: 0.00111 -1.25667 -0.33639  0.40
C: -0.69836 0.17488 -0.07024  -0.55
C: 0.32762 1.20210 0.12796  -0.51
N: 1.15854 -1.38723 0.16272  -0.37
S: 1.72706 0.03487 0.76227  -0.01
Cl: -0.91711 -2.53820 -0.89880  -0.16
H: -1.56717 0.41275 -0.77025  0.33
H: -1.21917 -0.09611 0.87896  0.26
H: 0.78482 1.43397 -0.79192  0.27
H: 0.40265 2.01964 0.93570  0.33

=====

C) C3H4ClNS in the gas phase, computed with wB97M-V/def2-TZVPD.

The value obtained for the gap between HOMO and LUMO (spin up / spin down) is 8.1 / 7.0 eV. Its HOMO energy (spin up / spin down) is -9.6 / -9.0 eV.

Last column: Mulliken charge in e.
Positions of all 10 atoms, in Å:
C: -0.75324 0.77680 -0.25368  -0.14
C: 1.43464 -0.23327 0.17570  -0.65
C: -1.58685 -0.27641 -0.08996  -0.14
N: 0.60291 0.82056 -0.40479  -0.37
S: 3.28791 0.10254 0.07640  -0.08
Cl: -3.21892 0.00270 0.14138  -0.15
H: -1.14125 1.69786 -0.49240  0.42
H: 1.19397 -0.52591 1.17724  0.40
H: 1.39229 -1.08558 -0.42977  0.35
H: -1.21144 -1.27928 0.09990  0.36

=====

Least stable = C)

=====

A) 2 unconnected molecules or ions with the total composition C5H10N2O2, computed with wB97M-V/def2-TZVPD.

The value obtained for the gap between HOMO and LUMO is 9.9 eV. Its HOMO energy is -9.6 eV. As for the SMILES: [H]/N=C(/C)C=O.C/C=N/O.

Last column: Mulliken charge in e.
Positions of all 19 atoms, in Å:
H: 1.17346 1.38810 -2.21070  0.24
N: 0.60017 1.91597 -1.55040  -0.92
C: 0.67076 1.50306 -0.35356  1.00
C: -0.04451 2.21571 0.74004  -1.22
C: 1.39400 0.21573 0.04387  0.15
O: 1.68769 -0.04480 1.18697  -0.55
H: -0.57008 3.08152 0.34852  0.35
H: 0.67203 2.49914 1.50937  0.33
H: -0.76056 1.55023 1.21923  0.29
H: 1.86356 -0.27378 -0.83261  0.33
C: -0.43878 -2.32735 1.07994  -0.98
C: -0.82698 -1.78328 -0.24268  -0.14
N: -0.74398 -0.55467 -0.56652  -0.10
O: -1.23072 -0.21699 -1.80987  -0.43
H: -1.32266 -2.55085 1.67621  0.30
H: 0.10120 -3.26213 0.93166  0.30
H: 0.18938 -1.63679 1.63141  0.26
H: -1.46608 -2.43026 -0.84838  0.41
H: -0.94790 0.71142 -1.95251  0.38

=====

B) 2 unconnected molecules or ions with the total composition C5H10N2O2, computed with wB97M-V/def2-TZVPD.

The value obtained for the gap between HOMO and LUMO is 9.0 eV. Its HOMO energy is -8.2 eV. As for the SMILES: COC(N)=O.C=C=NC.

Last column: Mulliken charge in e.
Positions of all 19 atoms, in Å:
C: 1.72976 -0.44793 -1.62390  -0.74
O: 1.08229 -0.02541 -0.42086  -0.27
C: 0.44474 1.33916 -0.45118  0.59
N: 0.86157 2.01636 0.65377  -0.41
O: 0.04873 1.79599 -1.48441  -0.55
H: 1.17369 -0.10955 -2.49899  0.34
H: 1.82476 -1.53212 -1.62777  0.24
H: 2.73711 -0.03245 -1.65760  0.28
H: 0.97824 1.44294 1.48060  0.27
H: 0.47870 2.94461 0.74060  0.26
C: 0.32852 -1.98131 1.17078  -0.99
C: -0.34833 -0.95776 0.68057  0.72
N: -1.20476 -0.06239 0.88760  -0.33
C: -2.55778 0.07176 0.42220  -0.74
H: 1.10185 -2.47026 0.60266  0.20
H: 0.08519 -2.35117 2.15520  0.28
H: -2.60055 0.82992 -0.36828  0.27
H: -2.97785 -0.88126 0.09007  0.30
H: -3.18589 0.41087 1.24892  0.29

=====

C) 2 unconnected molecules or ions with the total composition C5H10N2O2, computed with wB97M-V/def2-TZVPD.

The value obtained for the gap between HOMO and LUMO is 9.2 eV. Its HOMO energy is -8.6 eV. As for the SMILES: COC(N)=O.C=C=NC.

Last column: Mulliken charge in e.
Positions of all 19 atoms, in Å:
C: 2.33797 0.65031 -1.84528  -0.74
O: 1.31503 0.58705 -0.86093  -0.27
C: 0.58957 1.74308 -0.65495  0.67
N: -0.13905 1.64470 0.47687  -0.31
O: 0.59869 2.68295 -1.40569  -0.60
H: 2.20934 1.54377 -2.45932  0.35
H: 2.28431 -0.23804 -2.47513  0.23
H: 3.31198 0.68337 -1.35552  0.26
H: 0.00992 0.83724 1.07661  0.22
H: -0.79165 2.38009 0.68035  0.21
C: 0.67664 -1.26379 1.54850  -1.32
C: -0.53910 -1.53135 1.15604  0.96
N: -1.71328 -1.83177 1.16084  -0.36
C: -2.89618 -1.41434 0.48740  -0.69
H: 1.50947 -1.46869 0.89809  0.26
H: 0.91369 -1.01428 2.57221  0.31
H: -2.80322 -0.43451 0.00857  0.28
H: -3.17670 -2.18110 -0.23641  0.28
H: -3.69743 -1.37470 1.22774  0.27

=====

D) 2 unconnected molecules or ions with the total composition C5H10N2O2, computed with wB97M-V/def2-TZVPD.

The value obtained for the gap between HOMO and LUMO (spin up / spin down) is 7.2 / 7.2 eV. Its HOMO energy (spin up / spin down) is -7.5 / -7.5 eV.

Last column: Mulliken charge in e.
Positions of all 19 atoms, in Å:
C: -0.71546 -0.33859 -1.17099  0.04
C: -0.01901 1.12052 2.21871  -1.12
C: 0.51557 0.83601 -1.31434  0.64
C: 0.32683 -0.01496 1.30638  0.82
N: -0.35000 -1.55701 -1.60321  -0.27
C: 1.08032 -1.06421 1.65000  -0.93
O: 0.46389 1.28635 -2.61648  -0.41
O: -1.91252 0.01885 -1.69595  -0.52
N: 1.23097 1.16821 -0.39428  -0.73
H: -0.06734 0.68554 -3.16453  0.32
H: -2.15602 0.89052 -1.35811  0.41
H: -0.42954 -0.18723 0.43156  -0.07
H: -1.03399 -2.18700 -2.00443  0.23
H: 0.49862 -1.95352 -1.23189  0.25
H: -1.09900 1.27688 2.29440  0.27
H: 0.37259 0.93702 3.22269  0.34
H: 0.40304 2.05799 1.85876  0.32
H: 1.59126 -1.09970 2.60449  0.30
H: 1.29982 -1.87567 0.96723  0.11

=====

Least stable = D)

=====

A) 2 unconnected molecules or ions with the total composition C4H9NO, computed with wB97M-V/def2-TZVPD.

The value obtained for the gap between HOMO and LUMO (spin up / spin down) is 8.4 / 5.8 eV. Its spin multiplicity is 2. As for the total charge: +1. Its HOMO energy (spin up / spin down) is -14.2 / -14.2 eV. The expectation value of S² is 0.7586.

Last column: Löwdin spin population.
Positions of all 15 atoms, in Å:
C: -0.74459 2.55456 -0.11126  0.06
C: -0.76889 1.06854 0.19836  0.36
C: -1.00022 0.08299 -0.72178  0.30
N: -0.40516 -1.21104 -0.53916  0.08
C: -0.35635 -1.89310 -1.63340  0.13
H: -1.70002 3.07665 0.21677  0.03
H: -0.59940 2.60951 -1.21693  0.00
H: 0.18289 3.10390 0.29838  0.01
H: -0.66344 0.63141 1.15898  0.02
H: -1.83042 0.16410 -1.45978  0.01
H: -0.66364 -1.42107 -2.55494  0.00
H: 0.39038 -2.65281 -1.74175  0.00
H: 2.57489 -0.83752 1.33087  0.00
H: 1.69417 -0.95031 2.77656  0.00
O: 2.58387 -0.76558 2.32180  0.00

=====

B) A gas-phase ion, C4H9NO (charge +1), computed with wB97M-V/def2-TZVPD.

The value obtained for the gap between HOMO and LUMO (spin up / spin down) is 9.9 / 4.1 eV. Its spin multiplicity is 2. As for the total charge: +1. Its HOMO energy (spin up / spin down) is -13.6 / -13.3 eV. The expectation value of S² is 0.7551.

Last column: Löwdin spin population.
Positions of all 15 atoms, in Å:
O: 0.46400 1.30692 3.23280  0.04
C: 0.06704 0.29604 2.68984  0.01
C: 0.49547 0.14710 1.13219  0.02
C: -0.42426 -0.39094 0.09369  0.06
C: 0.23217 -0.15408 -1.38608  0.11
N: -0.77158 -0.20291 -2.42800  0.68
H: -0.39228 -0.46230 3.20969  0.00
H: 0.94176 1.17831 0.87195  0.00
H: 1.50993 -0.41296 1.20365  0.00
H: -1.49720 0.08425 -0.01224  0.00
H: -0.69442 -1.41667 0.23706  0.00
H: 0.78118 0.68903 -1.48635  0.04
H: 1.11205 -0.85824 -1.58025  0.00
H: -1.28759 0.73065 -2.44449  0.01
H: -0.53627 -0.53420 -3.33345  0.02

=====

Least stable = A)

=====

A) C3H4F2 in the gas phase, computed with wB97M-V/def2-TZVPD.

The value obtained for the gap between HOMO and LUMO is 11.9 eV. Its HOMO energy is -10.7 eV. As for the SMILES: C=CC(F)F.

Last column: Mulliken charge in e.
Positions of all 9 atoms, in Å:
C: -1.20541 0.62072 -0.06855  -0.58
C: -0.07277 0.34795 0.53007  -0.29
C: 0.85187 -0.69767 -0.06587  0.40
F: 0.34034 -1.11214 -1.27706  -0.26
F: 2.01341 -0.00319 -0.31616  -0.25
H: -1.48586 0.02297 -0.95137  0.22
H: -1.82370 1.43932 0.24930  0.27
H: 0.28177 0.92748 1.37735  0.29
H: 1.10036 -1.54543 0.52228  0.19

=====

B) 2 unconnected molecules or ions with the total composition C3H4F2, computed with wB97M-V/def2-TZVPD.

The value obtained for the gap between HOMO and LUMO (spin up / spin down) is 9.5 / 9.5 eV. Its HOMO energy (spin up / spin down) is -8.9 / -8.9 eV.

Last column: Mulliken charge in e.
Positions of all 9 atoms, in Å:
C: -0.67488 -0.29548 -1.42007  -0.32
C: -0.96975 0.28632 -0.30552  -0.42
C: 0.87702 0.28206 1.22807  0.14
F: 1.76515 -0.58271 0.67207  -0.21
F: 0.34382 -0.28906 2.32280  -0.20
H: -1.38073 -0.67441 -2.20054  0.24
H: 0.42129 -0.64382 -1.64982  0.16
H: -1.80620 0.64361 0.16618  0.34
H: 1.42427 1.27348 1.18683  0.25

=====

C) C3H4F2 in the gas phase, computed with wB97M-V/def2-TZVPD.

The value obtained for the gap between HOMO and LUMO is 11.5 eV. Its HOMO energy is -10.5 eV. As for the SMILES: F[C@@H]1C[C@@H]1F.

Last column: Mulliken charge in e.
Positions of all 9 atoms, in Å:
F: -1.57199 -1.25210 -0.28107  -0.27
C: -0.81773 -0.26496 0.32350  -0.08
C: 0.08949 0.68981 -0.56990  -0.58
C: 0.74630 -0.31784 0.40283  0.06
F: 1.45676 -1.35595 -0.25506  -0.28
H: -1.20224 0.28312 1.11108  0.36
H: 0.17773 0.33151 -1.70585  0.22
H: 0.22948 1.75513 -0.45164  0.26
H: 0.89220 0.13128 1.42611  0.30

=====

Least stable = B)